Entry 1:
C42H68BN14O2S5Sr as an isolated structure. Source: OMol25; level of theory: wB97M-V/def2-TZVPD.

Structure (XYZ):
```
133
Properties=species:S:1:pos:R:3:forces:R:3
Sr 1.865846 -0.406186 0.799407 -0.702 -0.274 -0.213
S 1.073804 -0.976165 3.794902 -0.028 -0.089 0.025
S -0.530934 0.079612 -1.217386 -0.097 0.094 -0.032
S 2.925664 -0.709798 -5.608251 -0.016 -0.005 -0.017
S -2.121493 3.052212 1.876935 0.080 0.049 -0.018
S 0.968198 -3.113874 -0.030678 -0.019 -0.118 -0.070
O 3.653111 0.225855 2.159027 0.244 0.193 0.148
O 2.289105 3.076155 -1.830913 -0.033 -0.030 -0.095
N 0.895446 0.565404 -4.420280 0.044 -0.180 -0.045
N -2.021724 0.687307 3.159179 -0.006 0.056 0.008
N 2.465874 -5.240605 -0.545877 -0.021 0.025 -0.006
N -2.387225 -0.031316 0.772965 0.032 -0.024 0.066
N 1.625475 2.156341 2.602177 0.355 0.177 0.200
N 3.764766 -2.073349 0.295617 0.159 -0.014 -0.087
N -1.148085 -1.529868 2.360915 0.128 -0.036 -0.140
N 1.164485 -1.603934 -3.813827 0.021 0.193 -0.069
N -3.291590 0.008576 -1.217123 0.010 0.084 0.038
N 3.706738 -3.405712 -0.090519 -0.076 0.002 -0.043
N 1.462559 4.171222 1.363278 -0.022 -0.012 -0.107
N 2.005118 2.238416 0.312192 0.202 0.104 0.111
N -2.783918 2.266618 4.470457 0.087 0.004 0.008
N -0.239796 -3.338747 3.196791 -0.019 -0.117 -0.046
C 0.985405 5.058111 2.392749 0.037 -0.047 0.054
C -2.485659 3.616758 6.481007 -0.013 -0.015 0.004
C 2.508161 -3.889161 -0.216637 0.103 -0.003 0.044
C 2.005135 3.207691 -0.663672 -0.173 -0.099 0.007
C -3.501747 0.049108 -2.688507 -0.002 -0.009 -0.018
C 6.497986 0.267025 -0.120233 0.005 0.006 -0.003
C 5.303610 1.865373 1.772898 0.006 0.009 0.012
C -4.319316 -0.038033 -0.284668 0.002 -0.017 0.009
C -2.945362 4.787101 4.355341 0.019 -0.002 0.000
C -2.885867 -1.192949 -3.331138 -0.005 -0.002 0.007
C -1.942545 -2.602187 2.006698 0.000 0.008 0.009
C 0.012652 -4.213358 -4.954591 -0.015 -0.005 0.005
C 5.348051 -0.207623 0.522846 0.014 -0.032 0.012
C -2.821239 1.064022 5.173008 0.038 -0.002 0.017
C -0.102581 -1.989827 3.099108 -0.163 0.167 0.070
C -0.770504 -3.221933 -5.813543 0.009 -0.019 -0.016
C 1.696636 2.847008 1.456627 -0.062 0.005 0.018
C 0.431597 -4.108164 5.408499 0.032 0.012 0.029
C 1.340152 1.858589 -4.917042 -0.125 0.028 -0.019
C -1.352095 3.159863 -5.973285 -0.012 -0.002 -0.005
C 0.658873 -4.291420 3.909165 0.043 0.050 0.023
C -3.753212 -0.060544 0.933002 -0.028 0.021 0.011
C 0.299541 -5.714899 3.481564 -0.039 0.030 0.041
C 4.713928 0.604196 1.510150 0.062 0.025 0.040
C -2.340876 0.106322 4.365615 -0.013 0.008 -0.008
C -3.229742 3.513825 5.143428 -0.042 -0.004 -0.013
C -2.914536 1.338929 -3.256491 0.008 0.005 -0.006
C 0.940665 2.123685 -6.368290 0.020 0.001 0.018
C -5.000873 0.039905 -2.985768 -0.002 -0.001 0.014
C 1.826758 -2.891323 -3.691731 -0.035 -0.050 -0.022
C 4.933288 -1.567827 0.167369 0.058 0.017 0.077
C 6.419584 2.310427 1.101537 0.005 -0.003 0.007
C -1.391023 -3.713981 2.522009 0.023 0.010 -0.001
C 7.035169 1.511040 0.137388 -0.001 -0.001 -0.003
C -2.299744 2.018316 3.206744 -0.059 -0.053 0.013
C -4.738654 3.406532 5.377511 -0.005 0.012 -0.016
C 1.539675 4.527819 -0.034806 -0.023 -0.009 0.003
C -2.096773 0.023329 -0.544455 -0.051 -0.123 -0.121
C -0.558553 2.038640 -6.637372 -0.008 0.042 0.031
C 1.499628 -3.877568 -4.809686 0.009 0.005 -0.005
C 2.127345 -4.063057 3.546572 0.018 -0.034 -0.066
C 1.609552 -0.578359 -4.572318 -0.008 -0.015 0.091
B -1.380910 -0.047425 1.950458 -0.058 0.005 -0.015
H -4.208231 -0.069863 1.907733 0.004 0.001 0.003
H -1.811078 -3.536142 -5.927130 -0.003 0.008 0.003
H 2.266473 -4.093969 2.466491 -0.016 0.000 -0.042
H 0.921259 2.615689 -4.253061 0.009 -0.039 0.043
H 0.221573 0.554695 -3.664009 0.063 0.182 0.031
H 0.566856 4.810538 -0.446742 -0.002 -0.009 -0.003
H -5.505299 0.908846 -2.561038 -0.002 0.002 0.001
H 2.260108 5.325887 -0.219993 0.004 0.002 0.011
H -1.408856 3.557740 6.317680 0.001 0.015 -0.001
H -0.761492 -2.221197 -5.385164 0.001 0.022 0.011
H -3.461875 4.804172 3.401762 -0.008 0.006 0.001
H -2.818209 -2.490966 1.393536 0.018 -0.005 -0.025
H 0.698717 -3.093016 5.703953 -0.008 -0.014 0.000
H -2.769006 2.828703 7.178032 0.010 0.011 0.004
H 1.509328 -3.298565 -2.729838 -0.013 0.015 -0.023
H 1.475548 1.415119 -7.001604 -0.010 -0.021 0.003
H -3.314347 -2.096800 -2.893106 -0.006 -0.001 -0.009
H -0.082845 -5.205339 -5.406621 -0.001 -0.006 0.010
H 2.501456 -3.113595 3.914248 -0.017 -0.005 0.003
H -2.421073 3.072587 -6.179273 -0.001 0.009 -0.004
H -0.685399 -6.023008 3.838576 -0.018 0.023 -0.031
H 0.453482 -1.374372 -3.129923 0.081 -0.162 0.160
H 2.422939 1.914540 -4.818711 0.045 0.021 -0.006
H -3.159494 1.000383 6.189489 0.000 -0.009 -0.006
H 1.032861 -6.394147 3.914631 -0.004 0.005 0.018
H -4.991667 2.529210 5.973982 0.009 -0.008 -0.001
H -1.226443 3.154369 -4.889723 -0.006 0.000 0.012
H 1.619925 -5.513330 -1.018896 0.006 -0.007 0.013
H -2.171446 -0.937724 4.556196 -0.018 0.000 0.009
H -3.098146 -1.189335 -4.401280 0.017 -0.003 -0.011
H -0.378290 0.507028 1.618438 -0.001 -0.007 0.038
H 7.913042 1.854706 -0.393153 0.001 -0.001 0.000
H 2.058771 -4.792568 -4.589142 0.003 0.001 0.004
H -1.020973 4.136323 -6.336082 0.006 -0.005 -0.003
H -2.714213 4.574649 6.949721 -0.013 -0.004 0.000
H -1.853256 1.417644 -3.035524 0.004 0.013 -0.001
H 1.338299 6.066059 2.173896 -0.011 0.009 0.010
H 2.325349 1.406632 2.703565 0.051 0.013 -0.039
H -0.926936 1.066023 -6.297159 -0.003 -0.002 0.009
H 1.887950 -3.491347 -5.755391 0.003 0.001 0.006
H 2.709976 -4.872914 3.990551 0.015 0.012 0.012
H 0.348055 -5.812300 2.395750 0.019 -0.015 0.001
H -3.284755 5.624374 4.970154 0.007 0.000 0.001
H -3.420060 2.205524 -2.825677 -0.002 0.003 -0.002
H -1.696595 -4.735230 2.417849 -0.002 -0.013 -0.002
H 1.053388 -4.810124 5.967510 0.003 -0.003 -0.006
H -1.810269 -1.221893 -3.187169 0.035 -0.005 0.007
H 6.825543 3.289748 1.330791 -0.001 0.000 0.001
H 1.296856 3.126493 -6.631477 0.028 -0.013 -0.013
H 5.710915 -2.205535 -0.260033 -0.004 0.001 -0.008
H -0.615170 -4.289221 5.663861 -0.003 -0.014 -0.002
H 1.380193 2.631426 3.452950 -0.123 0.020 -0.052
H 1.400613 4.771566 3.360384 0.014 -0.003 -0.005
H 4.834058 2.477094 2.535811 -0.001 0.003 -0.006
H -0.329284 -3.151128 -6.810500 -0.002 -0.004 0.001
H -3.052919 1.354018 -4.338483 -0.003 0.000 -0.008
H -5.125185 0.077594 -4.067703 0.003 0.000 0.000
H -0.441707 -4.287719 -3.959752 -0.002 0.016 -0.001
H -0.727982 2.071843 -7.717290 -0.006 -0.017 -0.002
H 3.321378 -5.578850 -0.962121 0.001 0.003 0.006
H -1.881824 4.906618 4.155289 -0.002 -0.007 0.004
H 6.969182 -0.376170 -0.856459 0.001 -0.002 0.002
H 2.905163 -2.730533 -3.645385 0.003 0.015 -0.025
H -5.482916 -0.870355 -2.625645 0.000 -0.001 -0.002
H -0.104528 5.054922 2.463349 -0.040 -0.025 -0.042
H -5.095918 4.293110 5.904238 -0.004 0.000 0.000
H -5.259269 3.336344 4.421550 0.000 0.001 0.000
H -5.355308 -0.037101 -0.557758 -0.003 0.001 -0.003
```
Forces are in eV/Å.

Output
total charge	-1
E_LUMO	2.025	eV
DFT total energy	-125315.8253	eV
HOMO-LUMO gap	6.58	eV
multiplicity	1

=====

Entry 2:
A 2-piece molecular cluster, C2H8N2O overall in a non-equilibrium geometry. Source: OMol25; level of theory: wB97M-V/def2-TZVPD.

Structure (XYZ):
```
13
Properties=species:S:1:pos:R:3:forces:R:3
O -1.809494 0.176197 -0.104619 -1.170 0.319 0.892
N -0.169459 -0.401976 -1.537438 -0.565 1.262 0.853
N 1.088118 -1.917984 0.833993 -0.561 -0.163 -1.318
C -0.577388 0.361848 -0.582901 0.942 -1.153 -1.965
C 0.223811 1.471868 0.000354 0.377 -0.110 0.127
H -2.021121 0.786035 0.620167 0.133 -0.162 -0.288
H 0.467544 -1.508396 1.528490 0.191 -0.012 -0.190
H 0.583532 -1.904498 -0.098173 0.933 0.079 1.698
H -0.132932 2.424558 -0.399819 0.020 -0.041 0.089
H 1.906707 -1.320178 0.717714 -0.350 -0.119 0.109
H -0.964604 -0.990388 -1.810911 0.288 -0.054 0.054
H 0.126335 1.474351 1.089026 0.017 0.114 -0.033
H 1.278951 1.348564 -0.255883 -0.256 0.041 -0.027
```
Forces are in eV/Å.

Output
E_LUMO	0.489	eV
SMILES string	[H]/N=C(/C)O.N
DFT total energy	-7231.2403	eV
HOMO-LUMO gap	9.95	eV
multiplicity	1

=====

Entry 3:
A 2-piece molecular cluster, C2H9N2O overall in a non-equilibrium geometry. Source: OMol25; level of theory: wB97M-V/def2-TZVPD.

Structure (XYZ):
```
14
Properties=species:S:1:pos:R:3:forces:R:3
O -2.670569 0.673538 0.171259 -0.985 0.777 0.860
N 2.325470 0.985377 0.088005 -1.970 -0.385 0.051
N -0.422239 -1.373400 -0.464593 -0.664 -0.294 1.153
C 0.866201 -0.828269 0.022808 -0.946 0.785 -0.880
C 0.995757 0.510283 0.065458 2.944 -0.441 1.296
H -1.062655 -1.767161 0.239043 0.474 -0.091 0.286
H -0.278202 -2.125765 -1.139677 -0.054 0.370 -0.328
H 2.384348 1.959342 0.292220 0.431 0.381 0.384
H 2.950685 0.376560 0.589513 0.475 0.236 -0.144
H 0.281166 1.259527 0.383191 -0.689 -0.162 -1.054
H -0.991894 -0.605554 -0.823385 -0.020 -0.076 -0.509
H 1.725035 -1.475373 -0.048954 -0.181 -0.228 -0.137
H -2.720728 1.556745 -0.204272 0.563 0.207 -0.810
H -3.382375 0.854150 0.829380 0.622 -1.078 -0.166
```
Forces are in eV/Å.

Output
total charge	+1
E_LUMO	-3.403	eV
DFT total energy	-7240.1508	eV
HOMO-LUMO gap	9.75	eV
multiplicity	1

=====

Question: Look up the multiplicity of the second one.
Answer: 1